# 1
{"formula": "C45H46AsClN2O4P2SSnTe", "method": "wB97M-V/def2-TZVPD", "species": ["Sn", "C", "N", "P", "C", "C", "C", "C", "C", "C", "C", "C", "C", "C", "C", "C", "P", "C", "C", "C", "C", "C", "C", "C", "C", "C", "C", "C", "C", "H", "H", "H", "H", "H", "H", "H", "H", "H", "H", "H", "H", "H", "H", "H", "H", "H", "H", "H", "H", "H", "H", "H", "Cl", "C", "C", "C", "C", "O", "C", "C", "O", "C", "H", "H", "H", "H", "O", "C", "N", "C", "O", "C", "C", "C", "C", "C", "C", "H", "H", "H", "H", "C", "As", "C", "C", "S", "H", "H", "H", "H", "H", "H", "H", "H", "H", "C", "Te", "C", "H", "H", "H", "H", "H", "H"], "coordinates": [[1.150, -0.194, -0.277], [-1.292, -1.414, 3.200], [-2.189, -0.829, 2.171], [-1.879, 0.880, 1.904], [-3.555, 1.609, 1.881], [-4.705, 0.954, 2.306], [-5.937, 1.592, 2.265], [-6.035, 2.899, 1.804], [-4.890, 3.574, 1.401], [-3.661, 2.930, 1.439], [-1.302, 1.477, 3.523], [0.019, 1.906, 3.613], [0.518, 2.400, 4.813], [-0.303, 2.465, 5.925], [-1.625, 2.036, 5.845], [-2.123, 1.550, 4.650], [-1.954, -1.764, 0.712], [-2.801, -3.320, 1.155], [-2.455, -4.450, 0.421], [-3.090, -5.663, 0.644], [-4.068, -5.757, 1.624], [-4.407, -4.639, 2.374], [-3.781, -3.424, 2.139], [-3.205, -1.096, -0.460], [-4.564, -1.035, -0.182], [-5.477, -0.617, -1.145], [-5.046, -0.288, -2.420], [-3.691, -0.365, -2.728], [-2.773, -0.749, -1.749], [-1.492, -0.964, 4.168], [-0.229, -1.270, 2.964], [-1.482, -2.483, 3.280], [-4.628, -0.062, 2.673], [-6.824, 1.074, 2.605], [-6.995, 3.395, 1.779], [-4.954, 4.605, 1.076], [-2.762, 3.482, 1.170], [0.667, 1.840, 2.746], [1.546, 2.732, 4.876], [0.080, 2.850, 6.860], [-2.265, 2.088, 6.716], [-3.156, 1.231, 4.591], [-1.676, -4.377, -0.330], [-2.816, -6.536, 0.066], [-4.559, -6.702, 1.810], [-5.160, -4.716, 3.147], [-4.039, -2.555, 2.733], [-4.927, -1.343, 0.789], [-6.530, -0.578, -0.902], [-5.760, 0.002, -3.180], [-3.352, -0.163, -3.737], [-1.727, -0.893, -2.017], [8.402, -1.123, 0.989], [6.678, -1.113, 0.891], [5.926, -1.783, 1.865], [4.553, -1.798, 1.812], [3.866, -1.140, 0.783], [2.546, -1.223, 0.759], [4.627, -0.451, -0.194], [4.060, 0.300, -1.268], [2.856, 0.540, -1.478], [6.039, -0.458, -0.124], [6.443, -2.295, 2.666], [3.973, -2.321, 2.561], [4.771, 0.729, -1.983], [6.612, 0.065, -0.878], [-1.479, 4.050, -1.270], [-0.329, 3.976, -0.673], [0.195, 2.804, -0.453], [1.361, 3.000, 0.310], [2.022, 2.089, 0.758], [1.562, 4.473, 0.473], [2.543, 5.201, 1.101], [2.410, 6.593, 1.079], [1.333, 7.208, 0.456], [0.335, 6.461, -0.176], [0.479, 5.094, -0.152], [3.379, 4.721, 1.591], [3.161, 7.206, 1.558], [1.265, 8.287, 0.462], [-0.505, 6.943, -0.657], [-0.550, -4.735, -3.228], [1.114, -3.964, -2.658], [2.450, -4.570, -3.894], [1.559, -4.707, -0.946], [1.025, -1.852, -2.623], [-0.448, -5.817, -3.306], [-0.798, -4.315, -4.201], [-1.332, -4.484, -2.515], [2.380, -5.651, -4.008], [3.432, -4.299, -3.511], [2.283, -4.079, -4.850], [1.577, -5.794, -1.020], [0.821, -4.393, -0.210], [2.540, -4.338, -0.654], [-3.766, 3.012, -2.509], [-2.154, 2.099, -1.496], [-0.969, 1.792, -3.207], [-3.501, 3.157, -3.553], [-3.919, 3.970, -2.016], [-4.644, 2.384, -2.400], [-1.606, 1.416, -4.003], [-0.173, 1.088, -2.981], [-0.566, 2.770, -3.468]], "forces_ev_per_angstrom": [[-0.25, -0.03, -0.20], [-0.06, -0.04, 0.05], [0.12, 0.08, 0.01], [-0.10, -0.03, -0.06], [-0.04, -0.03, 0.09], [0.00, -0.02, -0.04], [0.01, 0.01, -0.01], [0.00, -0.01, 0.02], [0.02, 0.00, -0.01], [0.01, 0.00, -0.04], [-0.01, 0.04, 0.02], [0.04, -0.05, 0.01], [0.01, -0.01, -0.03], [-0.03, 0.00, 0.04], [0.04, 0.01, -0.01], [0.00, 0.04, -0.05], [0.13, -0.17, 0.05], [-0.05, 0.01, 0.01], [0.02, 0.00, 0.00], [-0.02, -0.01, 0.01], [0.01, 0.00, -0.01], [-0.01, 0.01, 0.01], [0.03, 0.03, 0.00], [-0.04, 0.11, 0.04], [-0.03, 0.03, 0.03], [0.00, 0.01, 0.01], [0.04, 0.00, 0.01], [0.02, 0.11, -0.04], [0.05, -0.22, -0.05], [-0.01, -0.02, 0.00], [-0.02, -0.01, 0.02], [-0.02, -0.05, -0.02], [0.01, -0.01, 0.03], [-0.01, 0.00, 0.00], [-0.01, 0.01, 0.00], [0.00, -0.01, 0.00], [0.01, 0.01, 0.01], [-0.03, 0.02, 0.06], [0.01, 0.00, 0.00], [0.01, 0.00, 0.00], [0.00, 0.00, 0.01], [-0.03, 0.00, -0.01], [0.01, -0.01, 0.01], [0.00, 0.00, 0.00], [0.00, -0.01, 0.00], [-0.01, 0.00, 0.00], [0.01, 0.00, 0.01], [0.02, 0.01, -0.02], [-0.01, 0.00, -0.01], [-0.01, -0.01, -0.01], [-0.01, -0.04, -0.02], [0.01, 0.00, 0.03], [0.01, 0.00, 0.00], [0.00, 0.01, -0.02], [-0.01, 0.00, 0.01], [0.04, -0.01, -0.03], [-0.12, -0.02, -0.07], [0.18, -0.05, 0.16], [0.01, 0.05, -0.05], [-0.02, -0.03, 0.06], [0.06, 0.01, 0.00], [0.00, -0.04, 0.05], [0.00, 0.00, 0.01], [-0.01, 0.00, 0.00], [0.01, 0.01, 0.01], [0.01, 0.01, -0.01], [-0.10, -0.21, -0.04], [0.12, -0.05, 0.07], [0.05, 0.00, -0.06], [-0.04, 0.06, 0.01], [0.12, 0.02, -0.07], [0.01, 0.00, 0.05], [-0.03, 0.01, -0.01], [-0.01, 0.00, 0.00], [0.01, 0.01, 0.01], [0.01, -0.02, 0.02], [-0.02, 0.01, 0.00], [0.01, -0.01, 0.00], [0.01, 0.00, 0.00], [0.00, 0.01, 0.00], [-0.01, 0.00, -0.01], [-0.03, 0.01, -0.03], [0.03, -0.02, 0.16], [0.00, 0.02, -0.02], [0.01, -0.03, 0.00], [-0.01, 0.13, -0.09], [0.01, 0.00, 0.01], [-0.01, -0.02, 0.01], [0.02, 0.02, -0.03], [0.00, 0.00, 0.00], [-0.01, 0.02, 0.00], [0.01, -0.02, 0.00], [0.00, 0.00, 0.02], [-0.02, 0.02, 0.00], [0.00, 0.01, 0.00], [0.05, 0.01, -0.04], [-0.09, 0.33, 0.05], [-0.02, 0.01, -0.02], [-0.05, 0.01, 0.00], [-0.02, 0.00, 0.01], [-0.01, 0.00, 0.00], [0.01, 0.00, -0.02], [0.01, 0.01, 0.02], [0.02, -0.02, -0.04]], "homo_lumo_gap_ev": 6.42, "charge": 2, "lumo_energy_ev": -5.6975}

# 2
{"formula": "C4H8NO2", "method": "wB97M-V/def2-TZVPD", "species": ["C", "C", "N", "C", "C", "O", "O", "H", "H", "H", "H", "H", "H", "H", "H"], "coordinates": [[0.858, 1.912, -0.397], [0.280, 1.359, 0.827], [-0.128, 0.060, 0.910], [0.161, -1.021, -0.109], [-1.076, -1.895, -0.376], [-0.929, -2.609, -1.421], [0.117, 2.065, 1.866], [0.395, 1.463, -1.232], [2.000, 1.647, -0.377], [0.695, 3.020, -0.523], [-0.791, -0.189, 1.577], [0.495, -0.658, -1.101], [1.048, -1.594, 0.241], [-1.181, -2.373, 0.569], [-1.944, -1.185, -0.455]], "forces_ev_per_angstrom": [[2.50, 0.90, -0.46], [-1.86, 0.01, 4.37], [2.29, 0.20, -3.78], [0.76, 1.15, 0.29], [0.32, 2.27, 0.19], [0.31, -2.30, -2.36], [0.31, -0.36, -1.83], [-0.16, -0.71, -1.11], [-2.01, 0.65, -0.34], [0.38, -1.16, 0.73], [-0.89, -0.12, 1.50], [-0.41, 0.44, 0.57], [-0.66, -0.07, 0.05], [-0.71, -1.34, 1.83], [-0.15, 0.43, 0.36]], "homo_lumo_gap_ev": 6.45, "smiles": "CC(=O)NCC[O-]", "charge": -1, "lumo_energy_ev": 3.7940}

# 3
{"formula": "C4H9NOS2", "method": "wB97M-V/def2-TZVPD", "species": ["C", "C", "C", "C", "N", "O", "S", "S", "H", "H", "H", "H", "H", "H", "H", "H", "H"], "coordinates": [[-1.309, -1.514, 0.271], [-1.333, -0.136, 1.056], [-0.418, -0.160, -1.383], [2.643, 1.322, 0.342], [-1.069, -1.278, -1.181], [-1.410, 2.041, -0.474], [2.122, -0.370, -0.193], [-0.396, 1.050, 0.005], [-0.391, -2.078, 0.526], [-2.236, -2.026, 0.578], [-2.249, 0.392, 1.057], [-0.841, -0.162, 2.003], [-0.190, 0.200, -2.398], [3.620, 1.225, 0.943], [1.761, 1.624, 0.990], [2.733, 1.960, -0.499], [-1.034, -2.091, -1.644]], "forces_ev_per_angstrom": [[0.68, 0.81, 0.83], [1.73, -1.15, -2.31], [1.65, 3.56, -0.88], [0.41, -2.02, 2.55], [-3.47, 0.99, 4.47], [0.27, 0.55, 0.76], [1.66, 0.51, 0.60], [-1.95, -0.85, -2.79], [-0.72, 0.02, 0.88], [0.44, -0.26, -0.80], [-1.27, 0.08, 0.24], [0.04, -0.29, 0.75], [-0.08, -0.06, 0.79], [-1.54, 0.45, -1.02], [1.50, 0.05, -0.73], [0.03, 0.69, -0.79], [0.64, -3.08, -2.57]], "homo_lumo_gap_ev": [6.45, 6.26], "multiplicity": 3, "charge": 0, "lumo_energy_ev": [0.6770, -2.2185]}

# 4
{"formula": "C4H11N3O2", "method": "wB97M-V/def2-TZVPD", "species": ["C", "C", "N", "N", "N", "H", "H", "H", "H", "H", "H", "H", "H", "C", "C", "O", "O", "H", "H", "H"], "coordinates": [[0.369, 0.212, 3.144], [1.543, -0.472, 1.073], [1.551, -1.204, 0.036], [0.548, -0.688, 2.016], [2.344, 0.646, 1.263], [-0.952, 0.693, -0.035], [2.386, -1.403, -0.495], [0.308, -1.651, 2.159], [2.109, 1.240, 2.041], [2.584, 1.173, 0.437], [-0.133, 1.129, 2.823], [1.216, 0.418, 3.800], [-0.415, -0.265, 3.739], [-2.354, 0.967, -2.921], [-1.528, 0.135, -1.989], [-1.182, 0.939, -0.934], [-1.279, -1.024, -2.011], [-1.975, 1.975, -3.070], [-3.397, 1.038, -2.639], [-2.251, 0.507, -3.907]], "forces_ev_per_angstrom": [[-1.60, -0.58, 0.00], [-0.20, 0.28, -1.19], [-0.24, -1.56, 0.39], [0.83, 1.07, 0.36], [0.07, 0.17, 0.58], [0.30, -1.47, -0.34], [0.11, 0.97, 0.02], [0.01, -0.13, -0.20], [0.11, 0.03, -0.02], [-0.02, -0.34, -0.02], [0.47, 0.24, -0.03], [0.22, -0.10, -0.19], [0.25, 0.05, 0.32], [0.75, -0.20, -1.73], [-0.20, 0.47, 2.43], [-0.38, 1.91, -0.46], [-0.08, -0.51, -0.74], [0.13, 0.07, 0.51], [-0.06, -0.25, 0.25], [-0.46, -0.14, 0.06]], "homo_lumo_gap_ev": 9.19, "smiles": "[H]/N=C(\\N)NC.CC(=O)O", "charge": 0, "lumo_energy_ev": 0.6245}

Energy in eV, matching the order above: -174468.6132 -9862.3488 -29496.4741 -12891.3518